Entry 1:
C20H22N2O3 | ωB97M-V/def2-TZVPD

Summary:
**Net charge**: 0
**Molecular weight**: 338.407 g/mol
**Lowest unoccupied orbital energy**: 0.05 eV
**Orbital gap**: 7.6016 eV
**E_tot**: -1109.989359 Ha
**E_HOMO**: -7.56 eV
**Energy relative to the best compared isomer or geometry (same formula, charge and spin)**: 400.5 kcal/mol

Atoms and positions in Å:
C (-3.03200, -3.33259, -1.00330)
C (-2.08772, -3.31531, 0.17801)
H (-2.03002, -4.21737, 0.58328)
H (-1.17001, -3.01904, -0.08198)
C (-2.78080, -2.53988, 1.09539)
N (-2.89149, -1.07631, 0.85749)
C (-1.81408, -0.35392, 0.88771)
O (-0.63233, -0.61114, 0.90678)
C (-2.20159, 1.13308, 0.13141)
C (-1.41969, 2.23956, -0.09424)
C (-2.27957, 3.56663, -0.51157)
C (-3.69915, 3.40712, -0.76903)
C (-4.25320, 1.95902, -0.48132)
C (-3.51917, 1.14802, 0.10702)
C (-4.05449, -0.31465, 0.31273)
H (-4.81508, -0.29087, 1.41064)
H (-4.51702, -0.95265, -0.34447)
H (-5.38478, 2.01934, -0.39499)
H (-4.03215, 4.28547, -1.07586)
H (-1.71211, 4.31838, -0.65790)
C (-0.02167, 2.55161, -0.13110)
O (0.34383, 3.70105, -0.33404)
N (0.79235, 1.73518, 0.57986)
H (0.34602, 0.77236, 0.98713)
C (2.23276, 1.91028, 0.31238)
C (2.99972, 0.66769, -0.23455)
C (2.31436, -0.14197, -1.31095)
C (2.97170, -0.80409, -2.05047)
C (4.11701, -1.41349, -1.52740)
C (4.86605, -0.82351, -0.48816)
C (4.21277, 0.33864, 0.10201)
O (4.71889, 0.84736, 1.09911)
C (6.05729, 0.52100, 1.68593)
H (6.22599, 0.98685, 2.50112)
H (6.75337, 0.57542, 0.89757)
H (6.08359, -0.36589, 2.01568)
H (5.84572, -1.11520, -0.45530)
H (4.69908, -2.14378, -1.91510)
H (2.42371, -1.38073, -2.84565)
H (1.20276, 0.50047, -1.50745)
H (2.66620, 1.63387, 1.75121)
H (2.35188, 2.79048, 0.36991)
H (-3.92174, -2.69647, 1.54780)
H (-2.21844, -2.55874, 2.16374)
H (-2.78792, -4.00165, -1.85901)
H (-2.91854, -2.42576, -1.58991)
H (-4.03030, -3.71387, -0.82014)

Force components x, y, z for each atom (eV/Å):
C 0.91 -1.56 -3.25
C -3.89 -0.41 -3.80
H 0.48 -4.25 1.61
H 3.49 1.59 -0.73
C -3.09 4.53 9.14
N -0.42 -0.28 -0.65
C 1.45 4.69 -4.74
O 0.85 -1.62 1.88
C 5.47 -1.47 3.48
C -5.25 3.24 -2.04
C -5.09 -10.44 1.06
C 6.32 -6.27 2.95
C -6.18 11.51 -2.89
C -0.86 -8.01 0.52
C -0.14 0.88 7.84
H 1.53 0.06 -3.45
H -1.28 -0.56 -2.26
H 1.43 -0.92 -0.65
H -3.04 3.23 -1.52
H 3.44 5.55 -1.01
C 1.45 0.64 3.66
O 0.30 0.52 -1.83
N -0.30 -3.54 -0.96
H 1.55 2.50 -1.73
C -1.41 -15.31 6.87
C -6.15 1.49 -3.54
C -8.68 14.30 9.00
C 3.98 -11.19 -8.32
C 2.75 3.11 2.37
C -5.40 0.90 -2.67
C 2.46 -5.59 -2.75
O 4.75 4.51 7.66
C -3.43 2.03 -8.03
H 0.88 4.76 4.95
H 1.19 0.67 -0.62
H -0.42 -7.48 1.83
H 2.24 -0.63 1.06
H 0.84 -2.57 -2.15
H 0.86 0.73 0.21
H 3.10 -2.75 0.11
H -0.84 1.07 -3.43
H 2.93 11.95 -0.79
H 2.75 -0.88 -1.94
H -0.97 0.00 -2.19
H 0.66 -0.28 0.72
H -0.88 0.73 0.48
H -0.37 0.82 0.54

Entry 2:
C20H22N4O2Ru | ωB97M-V/def2-TZVPD

Summary:
**2S+1**: 5
**Net charge**: +4
**Molecular weight**: 451.492 g/mol
**Lowest unoccupied orbital energy (spin up / spin down)**: -12.85 / -16.12 eV
**Orbital gap (spin up / spin down)**: 6.9454 / 5.5813 eV
**E_tot**: -1237.947154 Ha
**E_HOMO (spin up / spin down)**: -19.80 / -21.70 eV
**Energy relative to the best compared isomer or geometry (same formula, charge and spin)**: 0.0 kcal/mol

Atoms and positions in Å:
N (-2.16417, -0.83559, -0.04561)
C (-2.82844, -1.74143, -0.34644)
C (-3.74979, -2.77093, -0.72894)
H (-3.74793, -2.87110, -1.82127)
H (-4.75763, -2.50775, -0.38391)
H (-3.44416, -3.72130, -0.27492)
N (-0.45186, 1.46360, 2.30192)
C (-0.28862, 1.77089, 3.41701)
C (-0.15716, 2.22245, 4.77441)
H (-1.15631, 2.39686, 5.19906)
H (0.42337, 3.15600, 4.79451)
H (0.36419, 1.46089, 5.37272)
N (0.80198, 1.63139, -1.19272)
C (1.56163, 1.93491, -2.02205)
C (2.41642, 2.41198, -3.06771)
H (3.45947, 2.37926, -2.73077)
H (2.14535, 3.44540, -3.31992)
H (2.29827, 1.77388, -3.95197)
Ru (-0.06408, 0.24121, 0.62496)
C (1.68519, 0.61255, 1.03625)
O (2.79487, 0.83217, 1.31650)
C (-0.37774, -1.11273, 1.82806)
O (-0.54852, -1.97093, 2.59822)
C (-3.29686, 1.65983, 0.22898)
C (-2.87285, 1.68907, -1.09966)
C (-1.85113, 2.54655, -1.48184)
C (-1.25028, 3.37908, -0.53736)
C (-1.66966, 3.34757, 0.78471)
C (-2.69773, 2.48532, 1.16928)
H (-4.14889, 1.04046, 0.52559)
H (-3.39150, 1.09027, -1.85497)
H (-1.57002, 2.62008, -2.53715)
H (-0.49759, 4.11213, -0.84379)
H (-1.23257, 4.04470, 1.50791)
H (-3.07700, 2.49859, 2.19693)
N (0.62227, -1.29140, -0.86665)
C (1.74182, -2.24564, -0.76146)
C (2.34700, -2.54028, 0.45636)
C (3.39412, -3.48131, 0.49467)
C (3.79964, -4.13796, -0.66917)
C (3.17005, -3.85631, -1.88552)
C (2.13990, -2.90859, -1.93661)
H (0.76297, -0.74277, -1.71784)
H (-0.22797, -1.83075, -1.04874)
H (2.01395, -2.05916, 1.38109)
H (3.88853, -3.70502, 1.43854)
H (4.59956, -4.87895, -0.64311)
H (3.46324, -4.36638, -2.80611)
H (1.62668, -2.67080, -2.87145)

Force components x, y, z for each atom (eV/Å):
N 0.30 -0.96 -0.33
C 0.49 1.57 0.47
C -0.23 -0.55 -0.17
H -0.07 -0.02 0.17
H 0.15 -0.06 -0.04
H -0.14 0.10 -0.07
N 0.17 1.24 2.92
C -0.41 -0.17 -1.44
C 0.14 0.11 0.44
H 0.21 -0.06 -0.06
H -0.12 -0.20 0.02
H -0.13 0.16 -0.08
N 1.13 -0.57 -0.56
C -1.51 -0.11 1.40
C 0.48 0.08 -0.44
H -0.13 0.06 -0.10
H 0.07 -0.17 0.02
H 0.06 0.18 0.08
Ru -2.50 1.39 -3.46
C 7.18 0.84 2.36
O -4.40 -0.61 -1.31
C -0.37 -5.35 5.22
O 0.37 3.42 -3.18
C -0.68 0.68 2.66
C -0.35 -0.13 -1.38
C 1.10 1.46 -0.27
C 0.12 0.00 -2.70
C -0.25 0.79 1.33
C -1.80 -1.10 0.06
H 0.35 0.23 -0.13
H 0.18 0.21 0.26
H -0.08 -0.04 0.45
H -0.27 -0.32 0.09
H -0.19 -0.24 -0.27
H 0.17 0.00 -0.46
N 1.01 -1.72 -1.19
C -0.43 0.67 2.27
C -1.19 0.94 -0.68
C -0.26 0.49 1.21
C 0.18 -0.80 -2.48
C 0.45 -0.37 0.10
C 0.78 -0.79 -0.82
H 0.02 -0.04 0.02
H 0.08 -0.06 0.02
H 0.27 -0.28 -0.40
H -0.07 0.04 -0.09
H -0.15 0.18 0.08
H 0.00 0.10 0.35
H 0.24 -0.22 0.11

Entry 3:
C20H22N5O2Os | ωB97M-V/def2-TZVPD

Summary:
**Net charge**: +3
**Molecular weight**: 554.659 g/mol
**Lowest unoccupied orbital energy (spin up / spin down)**: -12.75 / -12.74 eV
**Orbital gap (spin up / spin down)**: 4.6307 / 4.6439 eV
**E_tot**: -1289.225612 Ha
**E_HOMO (spin up / spin down)**: -17.38 / -17.38 eV

Atoms and positions in Å:
Os (0.10241, -0.04615, 0.04634)
C (4.86368, 0.09798, -2.92672)
C (3.47698, 0.06147, -3.18521)
C (2.58061, 0.02956, -2.15496)
C (3.04947, 0.02837, -0.81376)
C (4.46170, 0.06544, -0.56124)
C (5.34041, 0.09851, -1.60759)
N (2.15101, -0.00765, 0.21568)
N (2.67210, -0.00556, 1.42683)
C (1.78651, 0.00284, 2.40098)
C (2.18141, 0.00732, 3.77001)
C (1.22105, 0.00521, 4.74143)
C (-0.14494, -0.00224, 4.39452)
C (-0.55978, -0.00592, 3.05147)
C (0.37715, 0.00199, 2.05562)
H (5.56400, 0.12813, -3.75202)
H (3.13170, 0.05919, -4.21054)
H (1.51892, 0.00451, -2.37049)
H (4.79509, 0.07161, 0.46486)
H (6.40438, 0.12859, -1.41396)
H (3.23598, 0.01599, 4.01729)
H (1.50465, 0.00600, 5.78516)
H (-0.89909, -0.00591, 5.17183)
H (-1.61965, -0.02691, 2.83153)
O (-2.04352, 0.08866, -0.14866)
C (-2.56847, 1.42824, -0.11914)
C (-1.44279, 2.42201, -0.08296)
C (-1.74238, 3.77228, -0.11411)
C (-0.71824, 4.70277, -0.08022)
C (0.59641, 4.25036, -0.01056)
C (0.82933, 2.89756, 0.03008)
N (-0.16427, 1.98014, -0.00868)
H (-2.75490, -0.56137, -0.08975)
H (-3.20058, 1.57027, 0.76093)
H (-3.17987, 1.60714, -1.00590)
H (-2.77716, 4.08630, -0.16620)
H (-0.93672, 5.76224, -0.10720)
H (1.42914, 4.93830, 0.01769)
H (1.83796, 2.51638, 0.09701)
C (-1.65971, -4.30411, 0.07995)
N (-0.20378, -4.32797, 0.00507)
C (0.53740, -3.23510, -0.06806)
N (1.87096, -3.34408, -0.12099)
O (-0.05282, -2.09904, -0.10401)
H (-2.02779, -5.32448, 0.08923)
H (-2.08305, -3.78901, -0.78129)
H (-1.99332, -3.80791, 0.99132)
H (0.24997, -5.22734, 0.00832)
H (2.34666, -4.23224, -0.12400)
H (2.43491, -2.51908, -0.16422)

Force components x, y, z for each atom (eV/Å):
Os 0.70 -0.99 4.04
C -0.39 -0.02 0.30
C 0.64 0.01 -0.36
C 0.02 -0.02 0.72
C 1.26 0.02 -0.98
C -0.99 -0.01 0.22
C 0.11 0.01 -0.51
N -1.17 0.10 1.00
N 0.61 0.05 -1.26
C -0.92 -0.03 0.97
C 0.34 0.01 -0.57
C 0.17 0.00 -0.05
C -0.74 0.00 -1.23
C -0.83 -0.03 1.86
C 0.55 -0.16 -3.20
H -0.04 0.00 0.00
H -0.02 0.01 0.03
H -0.07 0.00 -0.04
H 0.14 0.00 -0.04
H -0.01 0.00 -0.03
H -0.02 -0.02 -0.06
H 0.01 0.01 0.02
H 0.04 0.00 0.01
H 0.01 0.03 0.01
O 0.44 0.26 -0.11
C -0.19 0.37 -0.02
C -0.24 0.13 -0.13
C -0.03 -0.13 0.01
C 0.05 -0.03 0.00
C -0.01 -0.13 0.03
C 0.38 0.26 0.07
N 0.00 -0.27 -0.36
H 0.14 -0.25 0.01
H 0.03 -0.13 0.03
H 0.02 -0.10 -0.02
H 0.00 0.00 -0.01
H -0.01 0.01 -0.01
H 0.01 -0.01 0.00
H -0.02 -0.04 -0.03
C -0.29 0.17 0.02
N -0.04 0.29 0.00
C 0.58 -0.92 0.03
N -0.22 0.17 0.07
O -0.34 1.52 -0.34
H 0.06 -0.03 -0.01
H 0.05 -0.07 -0.04
H 0.05 -0.06 0.02
H 0.08 -0.04 0.02
H -0.06 -0.04 0.00
H 0.13 0.12 -0.09

Question: Among the records above, which one has the lowest molecular weight?
Answer: C20H22N2O3